A cluster of 4 separate species, C8H18O3 in total at a distorted geometry, computed with the ωB97M-V functional and the def2-TZVPD basis.

Results
* multiplicity: 2
* total charge: -1
* LUMO level (spin up / spin down): 3.4 / 3.4 eV
* DFT total energy: -14728.790 eV

Last column: Löwdin spin population.
Element x y z (Å)
C: -2.64578 -0.78417 -0.30707  0.006
C: -1.25288 -0.34673 -0.65854  0.011
C: -1.03105 0.50407 -1.65463  0.001
C: 0.09566 -0.29395 1.42539  0.240
C: -0.18827 -0.90142 0.23266  0.087
C: 0.43626 -2.11422 -0.24945  0.167
C: 0.66580 -2.41836 -1.57801  0.304
C: 1.10583 -0.76382 2.42644  0.047
H: -2.69161 -1.87564 -0.21857  0.002
H: -2.95280 -0.37006 0.65844  0.001
H: -3.38501 -0.51833 -1.06167  0.000
H: -0.05266 0.86121 -1.95866  0.000
H: -1.80730 0.92930 -2.28358  0.001
H: -0.39756 0.63458 1.67690  0.019
H: 0.73730 -2.84852 0.49330  0.004
H: 0.38356 -1.76650 -2.39746  0.034
H: 1.11049 -3.36000 -1.88786  0.036
H: 1.47860 -1.75745 2.18157  0.003
H: 1.98686 -0.11088 2.46716  0.014
H: 0.68098 -0.76053 3.43595  0.007
H: 2.52900 -0.05055 -0.00215  0.001
H: 1.74497 -0.06520 -1.26655  0.004
O: 2.38723 0.47226 -0.80406  0.008
H: -0.43814 3.11322 0.60075  0.000
H: -1.83389 2.80952 0.15569  0.000
O: -1.38073 3.23417 0.88557  0.001
H: 1.73384 3.59931 -0.31990  0.000
H: 1.66809 2.04886 -0.19196  0.001
O: 1.31319 2.89982 0.20032  0.003

Forces on atoms 1 to 3 (eV/Å):
-0.302 -0.405 0.003
0.124 0.558 0.297
0.152 0.394 -0.491